Version a
ORCA calculation (wB97M-V/def2-TZVPD) on a molecular structure, C6H13NO5.

Calculated values
molar mass: 179.172 g/mol
HOMO-LUMO gap: 9.6 eV

Each line ends with the natural charge from an NBO analysis.
CARTESIAN COORDINATES (ANGSTROEM)
C -0.324 2.379 -0.606  -0.043
C 0.247 0.864 -0.714  -0.123
C -0.872 -1.319 -0.632  0.189
C 0.012 -1.567 0.519  0.033
C 0.939 -0.558 1.369  0.086
C 1.440 0.430 0.139  0.062
H -2.039 2.459 -0.771  0.469
H 0.524 3.043 -0.865  0.179
H -0.515 2.556 0.590  0.120
H 0.986 1.065 -1.783  0.177
H -1.476 0.459 -1.648  0.390
H -0.314 -1.584 -1.428  0.172
H -1.811 -3.024 -0.617  0.486
H -0.465 -1.913 1.627  0.222
H 1.606 -3.060 0.396  0.470
H 1.759 -0.855 2.070  0.228
H -0.503 1.045 1.582  0.490
H 2.136 -0.108 -0.603  0.181
H 3.026 1.743 0.577  0.494
N -1.135 0.215 -0.706  -0.645
O -1.441 2.861 -1.316  -0.681
O -2.095 -2.040 -0.924  -0.697
O 0.772 -2.889 -0.171  -0.798
O 0.132 0.156 2.184  -0.721
O 2.178 1.324 0.897  -0.742

=====

Version b
ORCA calculation (wB97M-V/def2-TZVPD) on 2 unconnected molecules or ions with the total composition C6H13NO5.

Calculated values
molar mass: 179.172 g/mol
HOMO-LUMO gap (spin up / spin down): 7.7 / 7.9 eV

Each line ends with the natural charge from an NBO analysis.
CARTESIAN COORDINATES (ANGSTROEM)
N -1.496 3.822 -0.696  0.653
O -1.249 4.779 -1.474  -0.335
O -1.413 2.593 -1.163  -0.180
O -1.998 3.969 0.437  -0.351
C 2.837 0.222 1.842  -0.602
C 2.015 0.095 0.572  -0.396
C 0.745 -0.699 0.750  -0.427
C -0.179 -0.850 -0.444  0.083
C -1.261 -1.879 -0.228  -0.414
C -2.175 -1.952 -1.425  -0.610
O -0.955 0.329 -0.776  -0.209
O -0.123 1.442 -0.630  0.049
H 3.699 0.873 1.680  0.218
H 2.234 0.631 2.667  0.207
H 3.216 -0.753 2.172  0.204
H 1.734 1.076 0.200  0.215
H 2.628 -0.391 -0.202  0.199
H 1.026 -1.716 1.041  0.217
H 0.148 -0.288 1.573  0.214
H 0.429 -1.076 -1.338  0.183
H -0.839 -2.864 0.023  0.220
H -1.853 -1.531 0.631  0.214
H -3.068 -2.572 -1.223  0.220
H -2.477 -0.927 -1.682  0.225
H -1.627 -2.334 -2.310  0.204

=====

Most stable = version a

=====

Version a
ORCA calculation (wB97M-V/def2-TZVPD) on a molecular structure, C35H36BrN7O6PS2W.

Calculated values
⟨S²⟩: 2.0330
2S+1: 3
molar mass: 1009.568 g/mol
net charge: +1
HOMO-LUMO gap (spin up / spin down): 6.3 / 6.1 eV

Each line ends with the Löwdin spin population.
CARTESIAN COORDINATES (ANGSTROEM)
W 0.461 0.571 -0.201  1.446
C 3.820 3.017 4.507  0.000
C 2.551 3.702 4.025  0.000
N 2.335 3.639 2.580  -0.003
C 1.769 2.609 1.933  -0.003
S 1.272 2.885 0.294  0.012
N 1.599 1.488 2.597  -0.010
N 0.860 0.550 1.911  -0.005
C 0.491 -0.477 2.622  0.098
C 0.944 -0.721 4.017  0.015
C -0.524 -1.309 1.971  0.024
C -1.186 -2.360 2.586  0.008
C -2.280 -2.923 1.951  0.019
C -2.692 -2.411 0.731  0.007
C -1.946 -1.409 0.144  0.026
N -0.863 -0.888 0.737  0.024
H 3.989 3.251 5.559  0.000
H 4.689 3.356 3.941  0.000
H 3.737 1.936 4.412  0.000
H 2.575 4.760 4.281  0.000
H 1.679 3.263 4.511  0.000
H 2.495 4.471 2.037  0.000
H 1.864 -1.314 4.004  0.006
H 0.199 -1.265 4.592  0.001
H 1.170 0.221 4.508  0.002
H -0.852 -2.724 3.546  0.000
H -2.814 -3.744 2.411  0.001
H -3.568 -2.788 0.222  0.000
H -2.178 -1.033 -0.841  0.002
Br -6.383 -2.294 -1.212  0.000
C -6.055 -0.584 -1.950  0.000
C -5.094 -0.445 -2.943  0.000
C -4.827 0.810 -3.462  0.000
C -5.530 1.916 -2.992  0.000
C -6.543 1.750 -2.061  0.001
C -6.795 0.500 -1.513  0.000
N -5.373 3.254 -3.523  0.005
N -4.262 3.751 -3.753  0.002
C -3.052 3.126 -3.279  0.015
C -2.038 2.948 -4.180  -0.007
C -0.820 2.328 -3.833  0.021
C -0.623 1.896 -2.546  -0.004
O 0.504 1.358 -2.086  0.051
C -1.679 2.066 -1.608  0.003
N -1.417 1.605 -0.347  0.001
C -2.225 1.936 0.641  0.036
C -3.362 2.728 0.437  -0.002
C -3.680 3.131 -0.831  0.030
C -2.847 2.775 -1.916  -0.002
H -4.567 -1.313 -3.316  0.000
H -4.090 0.917 -4.246  0.000
H -7.125 2.612 -1.760  0.000
H -7.571 0.370 -0.772  0.000
H -2.202 3.278 -5.199  -0.001
H -0.030 2.214 -4.562  0.001
H -1.971 1.563 1.626  0.003
H -3.973 3.006 1.284  -0.001
H -4.553 3.747 -0.999  0.001
O 2.407 -6.970 1.495  0.000
C 1.840 -6.799 0.279  0.002
O 1.605 -7.752 -0.404  0.003
C 1.525 -5.397 -0.151  0.011
C 1.724 -4.267 0.634  -0.001
C 1.388 -3.008 0.163  0.017
C 0.846 -2.843 -1.110  0.010
S 0.383 -1.297 -1.816  0.089
C 0.666 -3.980 -1.905  0.011
C 0.998 -5.233 -1.430  -0.002
H 2.569 -6.123 1.922  0.000
H 2.147 -4.330 1.632  0.000
H 1.592 -2.147 0.787  0.007
H 0.261 -3.869 -2.903  0.000
H 0.857 -6.113 -2.042  0.000
C 3.726 2.019 -2.097  0.000
O 3.888 1.386 -0.810  -0.004
P 2.972 0.148 -0.398  0.026
O 3.680 -0.309 0.950  0.006
C 4.631 0.424 1.745  0.001
O 3.356 -0.989 -1.423  0.004
C 4.714 -1.447 -1.567  0.000
H 4.627 2.601 -2.265  0.000
H 2.854 2.668 -2.082  0.000
H 3.614 1.269 -2.880  0.000
H 5.325 -0.306 2.153  0.000
H 4.098 0.928 2.545  0.000
H 5.167 1.145 1.134  0.000
H 4.780 -1.911 -2.546  0.000
H 4.929 -2.181 -0.792  0.000
H 5.416 -0.617 -1.500  0.000

=====

Version b
ORCA calculation (wB97M-V/def2-TZVPD) on a molecular structure, C35H36BrN7O6PS2W.

Calculated values
⟨S²⟩: 2.1119
2S+1: 3
molar mass: 1009.568 g/mol
net charge: +1
HOMO-LUMO gap (spin up / spin down): 6.2 / 6.6 eV

Each line ends with the Löwdin spin population.
CARTESIAN COORDINATES (ANGSTROEM)
W -0.875 0.454 0.481  -0.049
C 3.537 2.801 4.044  0.000
C 2.668 1.713 4.654  0.001
N 2.334 0.651 3.708  0.007
C 1.360 0.769 2.796  0.009
S 0.989 -0.614 1.786  0.006
N 0.704 1.897 2.667  0.008
N -0.294 1.726 1.777  0.038
C -0.968 2.674 1.052  0.012
C -0.302 3.955 0.651  0.001
C -2.427 2.633 1.325  0.004
C -3.315 3.640 1.652  0.001
C -4.636 3.272 1.864  0.000
C -5.022 1.943 1.731  0.000
C -4.072 0.999 1.385  0.000
N -2.812 1.366 1.185  0.002
H 3.773 3.555 4.794  0.000
H 3.011 3.291 3.224  0.000
H 4.475 2.389 3.670  0.000
H 1.733 2.137 5.023  0.000
H 3.172 1.240 5.495  0.000
H 2.842 -0.215 3.738  0.000
H 0.611 3.778 0.091  0.000
H -0.038 4.513 1.554  0.000
H -0.971 4.568 0.050  0.000
H -2.983 4.664 1.742  0.000
H -5.368 4.021 2.138  0.000
H -6.047 1.641 1.893  0.000
H -4.298 -0.051 1.254  0.000
Br 5.159 -8.327 -1.328  0.029
C 3.352 -7.858 -1.065  0.104
C 2.417 -8.150 -2.053  -0.017
C 1.097 -7.804 -1.860  0.091
C 0.699 -7.153 -0.681  0.033
C 1.654 -6.878 0.313  0.098
C 2.974 -7.232 0.117  -0.013
N -0.622 -6.790 -0.580  0.599
N -1.043 -6.237 0.512  0.544
C -1.249 -4.929 0.672  0.009
C -1.754 -4.525 1.928  0.159
C -1.965 -3.199 2.259  -0.034
C -1.662 -2.207 1.342  0.141
O -1.898 -0.916 1.534  0.071
C -1.141 -2.565 0.075  0.020
N -0.871 -1.503 -0.744  0.045
C -0.548 -1.750 -2.006  -0.021
C -0.436 -3.047 -2.503  0.048
C -0.621 -4.122 -1.663  -0.011
C -0.978 -3.905 -0.323  0.046
H 2.728 -8.651 -2.959  -0.003
H 0.348 -8.031 -2.607  0.005
H 1.345 -6.407 1.236  0.009
H 3.714 -7.035 0.881  -0.003
H -1.972 -5.309 2.640  0.008
H -2.368 -2.924 3.225  -0.005
H -0.372 -0.889 -2.637  -0.001
H -0.190 -3.191 -3.545  0.003
H -0.519 -5.128 -2.040  0.003
O -3.438 7.542 -2.864  0.000
C -2.233 6.973 -2.657  0.000
O -1.239 7.639 -2.645  0.000
C -2.213 5.490 -2.433  0.000
C -3.279 4.797 -1.872  0.000
C -3.178 3.434 -1.631  0.000
C -2.009 2.750 -1.949  0.000
S -1.929 0.999 -1.668  -0.002
C -0.956 3.441 -2.547  0.000
C -1.052 4.802 -2.772  0.000
H -4.117 6.869 -2.995  0.000
H -4.188 5.313 -1.585  0.000
H -4.009 2.894 -1.193  0.000
H -0.063 2.904 -2.826  0.000
H -0.230 5.354 -3.208  0.000
C 2.513 -1.683 -1.059  0.000
O 2.591 -0.283 -0.769  0.000
P 1.377 0.749 -0.835  0.001
O 1.198 0.999 -2.397  0.000
C 2.320 1.377 -3.220  0.000
O 2.099 2.041 -0.276  0.000
C 3.430 2.111 0.275  0.000
H 3.502 -2.089 -0.869  0.000
H 2.243 -1.841 -2.103  0.000
H 1.791 -2.176 -0.407  0.000
H 1.934 1.500 -4.228  0.000
H 3.084 0.601 -3.207  0.000
H 2.740 2.318 -2.867  0.000
H 3.555 1.362 1.055  0.000
H 3.524 3.108 0.696  0.000
H 4.170 1.960 -0.508  0.000

=====

Most stable = version a

=====

Version a
ORCA calculation (wB97M-V/def2-TZVPD) on a single C5H6S2 molecule.

Calculated values
structure (SMILES): C=C/C=C\SC=S
molar mass: 130.237 g/mol
HOMO-LUMO gap: 7.6 eV

Each line ends with the natural charge from an NBO analysis.
CARTESIAN COORDINATES (ANGSTROEM)
C 1.262 2.498 -1.009  -0.330
C 0.601 1.541 -0.450  -0.214
C -0.313 0.470 -0.858  -0.186
C -0.575 -0.757 -0.268  -0.396
C -0.632 -2.630 1.664  -0.488
H 1.144 2.460 -2.108  0.180
H 2.010 2.989 -0.638  0.197
H 0.657 1.418 0.574  0.180
H -0.793 0.620 -1.808  0.205
H -1.322 -1.337 -0.588  0.214
H -1.359 -2.942 0.958  0.197
S -0.044 -1.080 1.299  0.457
S -0.635 -3.253 3.232  -0.015

=====

Version b
ORCA calculation (wB97M-V/def2-TZVPD) on a single C5H6S2 molecule.

Calculated values
molar mass: 130.237 g/mol
HOMO-LUMO gap (spin up / spin down): 8.0 / 8.0 eV

Each line ends with the natural charge from an NBO analysis.
CARTESIAN COORDINATES (ANGSTROEM)
C 0.608 1.668 0.582  -0.158
C 1.828 1.589 0.199  -0.447
C -1.096 -0.742 -0.975  -0.459
C -1.471 -1.150 0.436  -0.454
C -0.120 -0.663 0.125  -0.181
S 2.581 0.084 -0.490  0.095
S 1.424 -1.348 0.397  0.241
H -0.142 2.275 1.014  0.214
H 2.604 2.340 0.153  0.243
H -0.968 -1.516 -1.721  0.222
H -1.510 0.173 -1.372  0.229
H -2.133 -0.509 0.999  0.232
H -1.606 -2.201 0.654  0.222

=====

Most stable = version a